Entry 1:
A cluster of 10 separate species, C26H65N5O9S5 in total in a non-equilibrium geometry. Source: the Open Molecules 2025 dataset; level of theory: the ωB97M-V functional and the def2-TZVPD basis.

Element x y z (Å)
H -3.81574 2.29659 3.35610
C -3.03215 -2.76162 2.63147
H -5.50124 0.22273 -0.60398
C 1.14644 -2.24876 -4.44242
H -2.57983 -3.74897 2.78170
H 1.63970 4.68347 -4.47761
H 1.13477 -6.27418 4.41059
C 1.14943 -0.10621 -6.92418
H -1.45938 3.44301 3.02352
H -1.30325 0.15175 -0.68619
O 0.91646 1.89406 -3.77765
H -4.00831 -0.77183 -0.61091
C 3.91694 -4.45866 -2.03410
H 0.06202 1.21518 -0.04410
H 0.62113 3.75279 -0.19739
H -3.87722 4.90518 -0.74483
S 0.24736 3.14453 -3.24679
H -3.96012 1.06042 -0.79507
H 3.94948 -3.56520 -2.63309
C 0.30832 -7.03107 1.95428
H 0.17511 0.28255 -6.68418
C -3.45085 1.28224 1.63544
C 4.22336 1.85477 -0.74593
O 4.63092 2.97792 -0.55867
O -5.44009 -1.61946 2.76691
H -0.81144 4.58659 4.31933
H 1.92889 2.10037 1.24534
C -0.03693 4.48864 0.26160
H -4.09853 0.57002 3.61223
H -5.44866 -3.47557 0.95317
H -3.63316 5.30504 -2.48278
H 0.19496 -7.65308 2.85018
C 0.54441 -1.20655 1.29817
H -3.36155 3.63074 -1.94428
S 2.75249 -4.14364 -0.62692
C 4.38736 1.08725 -2.06990
H 0.12321 4.36241 1.31256
C 2.96730 1.85202 1.36663
H -4.68148 -4.87858 1.62880
S -4.73932 -2.90478 3.16111
N 3.52779 1.10532 0.17728
H 0.24978 5.50492 0.00866
C 3.96912 -3.16133 0.34976
H 0.88558 5.34126 -2.96443
H -3.11728 -2.45864 1.58505
H 3.44228 -3.09986 1.33119
H 4.86951 -4.62779 -1.52439
O -2.80973 2.07739 0.98799
H 3.20484 0.17156 -0.09931
H 4.36064 0.03478 -1.90342
H 2.96313 -0.89161 -5.97424
H 0.12533 0.70376 -1.77270
H 1.25903 -4.54966 4.47174
H -6.33499 -4.43710 2.22958
H 1.24893 -0.41510 1.59717
C -0.62358 3.68047 3.71893
C -0.20782 0.43892 -0.73976
H -0.39230 -7.36644 1.17026
H -4.79127 -0.29801 1.69948
H -0.89911 -0.04324 6.05687
H -1.17840 4.73846 -4.50493
C 1.32741 -5.37944 3.79874
O -0.03911 0.94184 3.34466
H 2.32747 4.25129 -2.83414
H 3.58274 1.31789 -2.73558
C 0.04045 0.43877 5.76184
H -1.93101 3.44646 0.09728
C 1.32625 -0.79215 -4.44678
C 1.45110 4.51020 -3.40591
H 3.51913 -5.25680 -2.68366
O -1.15217 5.81206 -1.79736
H 0.43753 -0.24148 -4.22533
C -0.16428 1.37471 4.50882
C -3.43878 1.30992 3.16979
H 5.31880 1.37750 -2.52051
H 2.31696 -5.33751 3.29383
H -1.85488 3.06876 -4.47421
H -2.57149 -2.02359 3.24464
S 0.58300 -1.12015 -0.53466
H 3.52024 2.78428 1.46115
H 4.84173 -3.78367 0.51443
C 2.10018 -0.19413 -5.69844
H 2.46240 0.82135 -5.44029
C -4.43268 0.21068 -0.30009
H 4.22775 -2.20639 -0.12613
H 1.27450 -7.09702 1.43802
C -1.85282 4.99136 -1.22810
H 3.09763 1.32876 2.32717
H -0.45069 -1.04523 1.62336
H 0.49959 0.91094 6.64074
H 1.71988 0.38688 -7.75793
H 0.24402 3.82557 3.08021
O 2.58052 -5.45831 0.10690
C -3.28827 4.68082 -1.65368
N -4.22198 0.36243 1.10866
H 1.01405 -2.09548 1.69371
H -2.41890 1.17741 3.53321
N -1.35977 4.25066 -0.20346
H 0.74700 -0.32763 5.56263
H 1.97879 -0.58456 -3.61932
O 1.99283 -0.94676 -0.92957
O -1.31934 -5.48553 3.29491
H -0.40135 3.49515 -5.49620
H 0.99790 -1.08631 -7.24492
C -0.90454 3.70346 -4.57086
N 0.88025 -3.35690 -4.56957
N -0.37162 2.69190 4.75520
C -5.39561 -4.07876 1.82873
S -0.03014 -5.37685 2.49332
H -0.34297 3.05342 5.67582

Computed properties:
HOMO level, eV: -8.90
2S+1: 1
Kohn-Sham gap, eV: 9.2

Mulliken population analysis, charges in e, atoms 1 to 8: 0.361 -0.192 0.345 -0.017 0.264 0.403 0.392 -1.365

Entry 2:
A structure of composition C26H66BaN4O9 in a non-equilibrium geometry. Source: the Open Molecules 2025 dataset; level of theory: the ωB97M-V functional and the def2-TZVPD basis.

Element x y z (Å)
C 0.99798 -0.73094 5.53988
H -3.62302 -4.34494 -0.64712
H 4.60798 3.29806 -6.25812
H 4.25598 -1.49194 0.35688
H 2.57198 -2.19694 -2.80712
C -2.32202 -2.86094 -1.34012
H 2.68998 1.43306 -3.33112
H 2.11598 -2.43394 -4.84112
H -1.78502 -0.10294 6.16888
C 3.49698 3.09806 -6.30812
H -3.88002 0.06606 -1.52012
H 4.12798 3.42806 -3.83812
H 1.17698 -0.41894 -5.68612
H -2.34902 1.78106 0.35188
H 0.34098 -2.35294 -4.60012
H 4.72598 -0.06094 -1.31812
C 1.17598 -0.47494 -4.58312
H -6.11702 0.69006 2.27588
H -3.43202 2.69106 -1.65112
H 0.57098 -0.88694 1.15388
H 3.44898 -0.44294 -2.40512
H 1.87398 -1.29594 5.74688
H -2.48002 1.57206 -2.65612
H -5.27902 1.61806 -0.55112
H 0.72598 4.76806 -0.88712
O -1.23202 -2.04694 -0.85712
H -2.05102 -4.36394 0.03788
H 2.23698 -4.60994 -1.20412
H 0.81498 -3.45694 1.92688
C -4.73202 0.93806 0.08788
H 0.18698 -4.84894 1.21788
C -0.97202 0.29706 6.75288
N 0.20598 -0.59894 6.77888
H 2.62598 3.89206 -2.09612
C -1.40902 0.74406 8.17288
C 0.94798 -4.09394 1.03188
H 3.00498 3.97806 -6.71312
H -4.51002 1.48406 1.03388
H -0.05002 -2.44694 4.67288
H 3.38998 2.31006 -7.09712
C -3.51902 0.30506 -0.53912
C 1.23198 -4.18794 -1.25412
N 1.52698 -2.16494 -2.84912
C 3.57798 1.60106 -1.66512
H -0.65702 -1.83094 1.94288
C 1.12698 -3.57494 -2.68112
C 2.31998 3.17606 -2.84012
H 2.11398 0.07506 -4.29012
H -1.46402 3.87306 -2.29612
C -2.50002 2.13406 -1.71012
H -7.07302 -0.75294 1.54188
H 0.01298 2.36306 10.47588
H 0.10398 -3.82294 -3.02412
C -0.09802 1.31406 -4.73112
H -3.23302 -2.30594 -1.74212
H -3.26002 -0.60594 -0.08312
H -0.07502 4.17006 0.45088
H 1.29098 3.53106 -3.02312
C 3.70198 0.09206 -1.47112
H 1.71998 -4.12694 -3.39012
H 2.70698 -2.03894 0.92688
C -1.44702 3.17106 -1.45212
H -0.49902 1.15306 -5.75712
H -7.23902 0.93206 0.89688
H -1.90802 3.67706 -0.60212
H -0.45602 0.71606 10.71488
C 3.01198 3.40706 -4.10712
H -0.70802 -0.82394 4.34288
H 0.56998 -5.01194 -1.09612
H -0.82802 1.94206 -4.27212
C 3.21698 -1.59694 0.05288
C -2.81302 -3.65194 -0.30512
C 0.44698 3.85806 -0.43712
O 0.21198 0.12006 -4.06412
H 1.91098 -4.56794 1.03588
H -2.36302 1.25706 8.03988
C 1.32698 -1.93794 -4.31912
H -1.98102 -3.38194 -2.24912
O 2.82298 -0.31894 -0.42512
H 3.74298 2.22606 -0.76812
C 0.11798 -1.02494 2.07688
O -0.26802 2.88006 -1.19712
H -1.74802 -0.17394 8.65288
Ba 0.29098 0.22206 -1.36112
H -0.50802 -2.64794 -0.52312
H -0.47102 -0.07094 2.16488
O -5.54502 -0.07994 0.39988
H 2.80998 4.42706 -4.41712
H -3.19102 -3.06894 0.51788
O 2.87798 2.68606 -5.09712
O 0.91898 -1.32394 3.20388
O 0.84498 -3.36594 -0.16712
H 1.33898 0.26106 5.15088
N -2.34002 1.22806 -0.57812
H 3.20298 -2.33794 -0.73912
C -6.54002 0.23006 1.35188
C -0.71102 1.60306 10.17988
H 0.80798 1.89306 -4.85712
H 1.39098 3.45106 -0.11012
C 0.21498 -1.39694 4.44688
O -0.58802 1.43806 8.78488
N 2.36498 1.83606 -2.43612
H 0.09098 -1.52894 7.14588
H 4.38898 1.82306 -2.39112
H -0.71902 1.24106 6.24288
H -1.70302 1.88606 10.46688

Computed properties:
HOMO level, eV: -12.02
2S+1: 1
Kohn-Sham gap, eV: 7.8
Charge: +2

Mulliken population analysis, charges in e, atoms 1 to 8: -0.938 0.411 0.326 0.502 0.189 -0.168 -0.580 0.488

Entry 3:
A cluster of 5 separate species, C26H66N4O10 in total in a non-equilibrium geometry. Source: the Open Molecules 2025 dataset; level of theory: the ωB97M-V functional and the def2-TZVPD basis.

Element x y z (Å)
C -43.81274 -5.81139 7.57134
H -44.81587 -1.26614 12.29077
H -41.73806 -5.11162 8.08384
H -40.56820 2.01999 12.64154
C -39.64174 1.51092 12.90727
H -37.03270 -0.37468 19.59953
C -39.43056 1.35251 16.94432
H -44.64249 2.15057 15.28218
H -39.89965 4.12220 11.61935
O -43.22336 -0.69116 9.04349
H -37.00053 0.35792 16.74304
H -43.82000 -6.22289 6.56203
H -33.94397 2.07958 19.58457
H -38.85560 1.69238 16.08291
H -33.90246 0.40472 19.64941
H -42.08785 -1.64783 15.17540
H -46.64304 -4.11154 13.93326
C -42.68529 -4.62965 7.84182
C -42.53105 -1.54298 9.99676
O -36.06944 2.34208 21.30810
C -34.61028 1.22954 19.73148
C -36.49827 0.02504 18.73773
C -44.29721 -8.04645 8.21302
H -47.87102 -6.18885 15.18126
H -43.59920 -2.96395 8.70786
H -44.07116 1.06120 10.03346
H -38.15924 -0.72519 17.71551
H -39.17027 -0.58182 13.58332
N -43.08933 -3.78639 8.99726
H -46.16206 -2.35288 12.92600
H -42.49219 1.21395 9.11359
H -39.86220 0.46055 16.49025
H -46.50134 -0.96821 14.82461
H -44.12315 -3.65312 15.42587
H -40.10926 3.89666 7.93876
C -35.53674 2.16889 14.41491
H -39.01647 1.59506 10.99151
C -35.63990 3.68966 21.13817
O -33.54631 1.04518 14.31284
C -39.95980 0.01957 13.13270
H -44.10224 -1.51784 14.53810
C -45.25321 1.25435 15.39135
H -36.43262 1.78114 19.31070
N -35.72400 1.25516 18.81948
H -43.07852 -1.68258 10.92890
O -38.45976 1.24017 18.06932
H -45.71030 -2.84606 15.60932
H -44.16869 -8.85083 8.93728
H -38.58102 4.98108 10.93569
H -41.39412 -3.37817 10.00007
H -39.91051 5.29163 8.95813
H -44.10550 1.03565 8.41424
C -46.84382 -6.50778 15.00447
H -37.95733 3.34507 12.78982
H -46.70325 -6.93828 14.01300
C -39.02728 3.98761 10.97984
H -45.37512 -7.88613 8.19040
H -39.11708 1.82749 13.80872
H -40.09772 -0.53280 12.20320
C -45.36209 -1.64822 13.15319
H -40.25230 -1.44478 15.43275
C -34.99798 1.40746 21.23923
H -42.43820 -3.90575 7.06528
H -41.57304 -1.03584 10.11143
C -44.98452 -3.24235 14.89919
H -46.24017 1.70862 15.47888
H -36.40308 2.33745 15.05455
H -40.18787 2.07828 17.24071
H -32.95446 0.39164 14.69261
C -45.67651 -4.50080 14.25326
O -43.66055 -6.82440 8.50514
H -34.91503 4.05014 21.86804
C -41.10531 -1.43486 14.75425
H -35.56873 4.00064 20.09590
H -35.90523 -0.78296 18.30931
C -40.18175 4.23601 8.97205
H -46.78092 -0.00210 13.37139
H -36.46401 4.37741 21.32773
H -35.75055 1.48038 13.59739
C -46.02319 -0.53434 13.94641
H -34.95973 0.57515 15.76471
O -39.41900 3.43563 9.70799
C -34.51352 1.45682 15.30463
H -45.07889 -4.95476 13.46276
H -34.11776 1.62581 21.84391
H -44.94248 0.80782 16.33590
C -43.44772 0.69953 9.21577
H -37.05586 2.93411 11.45085
C -42.06648 -2.82413 9.34504
C -37.60604 0.21074 17.63735
H -34.25926 3.24642 13.64649
H -35.38392 0.44594 21.57779
H -44.77453 -5.29851 7.56839
H -41.32277 -2.60583 8.57866
N -38.53721 1.60207 11.88053
O -41.05967 -0.18939 14.16085
H -41.21815 4.16049 9.30108
H -40.87023 -2.09775 13.92153
C -38.09756 3.00442 11.76396
O -45.03630 0.42499 14.22155
H -44.02732 -8.45602 7.23962
O -35.10900 3.48422 14.02466
N -44.41661 -2.29076 13.96900
H -46.58688 -7.21813 15.79028
O -45.83147 -5.58082 15.23613
H -33.97132 1.89474 16.14269

Computed properties:
HOMO level (alpha / beta), eV: -10.13 / -10.13
2S+1: 2
Kohn-Sham gap (alpha / beta), eV: 7.7 / 1.9
Charge: +1
Expectation value of S²: 0.754

Mulliken population analysis, charges in e, atoms 1 to 8: -0.602 -0.397 0.422 0.201 0.183 0.391 -0.327 0.265

Looking at energy for the records above, in order, we have -108067.992, -53092.797, -54447.503 eV.